# 1
Computed, not measured: a gas-phase ion, C7H11N2OSi (charge -1) at a distorted geometry, with wB97M-V/def2-TZVPD.

XYZ file:
```
22
Properties=species:S:1:pos:R:3
C -1.213 -0.971 -1.598
C -1.714 -0.036 -1.035
C 0.717 -1.261 -0.232
C 1.085 -0.005 0.406
C -2.128 0.382 1.311
C 0.059 1.168 0.118
C -1.476 0.914 -0.020
N 0.632 -2.195 0.670
N 0.314 1.982 -1.092
O 1.722 1.800 -1.349
Si 2.556 0.436 -0.948
H -0.993 -1.439 -2.450
H 1.360 -0.077 1.477
H -2.282 -0.755 1.177
H -1.467 0.509 2.153
H -3.066 0.860 1.476
H 0.854 -2.055 1.688
H 0.188 1.699 1.087
H -1.962 1.888 -0.291
H 0.423 -3.112 0.439
H 2.582 -0.836 -1.773
H 3.809 1.104 -1.214
```

Computed properties:
Net charge: -1
E_tot in hartree: -747.3028
LUMO level (spin up / spin down) in hartree: 0.134 / 0.134
Energy above the lowest of the compared OMol25 structures with the same formula, charge and spin in kcal per mole: 79.72
Kohn-Sham gap (spin up / spin down) in eV: 5.0 / 5.0
2S+1: 1

Atomic partial charges in e from the Löwdin method, atoms 1 to 5: C 0.059; C -0.153; C -0.283; C -0.312; C -0.069

# 2
Computed, not measured: C7H11N3S in the gas phase at a distorted geometry, with wB97M-V/def2-TZVPD.

XYZ file:
```
22
Properties=species:S:1:pos:R:3
C -2.644 1.317 0.806
C -2.835 0.174 1.501
C -2.413 0.989 -0.618
C -0.005 0.346 0.172
C 1.854 -0.628 1.307
C 2.189 1.269 -0.173
C -2.760 -1.311 -1.638
N -2.838 -0.893 0.669
N -2.619 -0.542 -0.558
N 1.243 0.484 0.523
S -0.634 1.195 -1.134
H -2.461 2.238 1.241
H -3.024 0.007 2.499
H -2.925 1.526 -1.368
H 2.384 -0.129 2.096
H 1.046 -1.175 1.875
H 2.258 -1.291 0.587
H 1.610 2.012 -0.612
H 2.804 1.825 0.568
H 2.814 0.766 -0.821
H -3.283 -2.360 -1.458
H -2.809 -0.902 -2.653
```

Computed properties:
Net charge: 0
E_tot in hartree: -835.5703
LUMO level (spin up / spin down) in hartree: 0.013 / 0.014
Energy above the lowest of the compared OMol25 structures with the same formula, charge and spin in kcal per mole: 118.17
Kohn-Sham gap (spin up / spin down) in eV: 7.2 / 7.2
2S+1: 1

Atomic partial charges in e from the Löwdin method, atoms 1 to 5: C -0.140; C -0.144; C -0.437; C -0.416; C -0.034

# 3
Computed, not measured: 2 unconnected molecules or ions with the total composition C7H11N3S at a distorted geometry, with wB97M-V/def2-TZVPD.

XYZ file:
```
22
Properties=species:S:1:pos:R:3
C 0.932 2.093 1.458
C 0.238 3.107 0.831
C 0.438 0.840 0.945
C -0.617 0.969 -0.167
C 0.205 -1.625 0.415
C 0.781 -0.480 1.248
C -0.663 -1.273 -0.537
N -1.002 -0.022 -0.946
N 1.774 -0.951 2.244
N -1.612 -0.803 -3.189
S -0.886 2.649 -0.329
H 1.608 2.093 2.239
H 0.313 4.167 1.049
H 0.343 -2.628 0.710
H -1.325 -2.075 -0.825
H -1.556 -0.344 -2.275
H 2.078 -1.885 1.990
H 1.374 -0.750 3.148
H 2.498 -0.272 2.214
H -2.610 -0.867 -3.261
H -1.169 -1.794 -3.098
H -1.140 -0.150 -3.865
```

Computed properties:
Net charge: +2
E_tot in hartree: -835.0354
LUMO level (spin up / spin down) in hartree: -0.245 / -0.383
Expectation value of S²: 2.029
Kohn-Sham gap (spin up / spin down) in eV: 6.6 / 6.2
2S+1: 3

Atomic partial charges in e from the Löwdin method, atoms 1 to 5: C 0.001; C -0.333; C -0.148; C -0.456; C 0.029